24
Properties=species:S:1:pos:R:3:mulliken_charge:R:1 method="wB97M-V/def2-TZVPD" total_energy_ev=-25179.127 e_homo_ev="-6.45 / -8.89" multiplicity=3 lumo_ev="0.7 / -3.1" de_lowest_kcal_mol=0.0
C -5.11380 1.99309 0.70689 -0.19
C -4.08264 1.59351 0.23849 -0.26
C 2.08943 1.98309 -0.62436 -1.13
C 2.25183 0.47149 -0.73438 -0.26
C 2.07993 -0.25450 0.59908 -0.49
C 0.65790 -0.19106 1.17097 -0.75
N -1.76849 -2.05937 -1.01727 -0.21
N -0.30293 -0.88414 0.36204 0.34
Si -0.76494 -2.58207 0.32433 0.15
Si -1.38586 -0.37074 -0.88555 -0.19
H -6.00836 2.42422 1.07448 0.41
H 2.80366 2.39645 0.08447 0.31
H 2.25785 2.45043 -1.59272 0.35
H 1.08610 2.24524 -0.29541 0.27
H 1.52828 0.07868 -1.45221 0.16
H 3.25018 0.24859 -1.11990 0.32
H 2.34001 -1.30843 0.46528 0.27
H 2.76684 0.17469 1.33301 0.37
H 0.34847 0.85054 1.28606 0.33
H 0.66898 -0.64486 2.16848 0.29
H -2.55474 -2.50347 -1.45061 0.24
H -1.45792 -3.02083 1.52638 -0.12
H 0.29755 -3.48146 -0.11390 -0.13
H -0.98731 0.39091 -2.05364 -0.06

81
Properties=species:S:1:pos:R:3:mulliken_charge:R:1 method="wB97M-V/def2-TZVPD" total_energy_ev=-77957.678 e_homo_ev=-9.55 lumo_ev=0.2 de_lowest_kcal_mol=31.0
C 2.22145 0.74392 -2.83173 -0.36
O 1.55420 0.92064 -4.07455 -0.33
P 0.86399 -0.26304 -4.85217 0.91
O 0.61197 0.07009 -6.26234 -0.78
O 1.82342 -1.51394 -4.43929 -0.17
C 2.13110 -2.42171 -5.54060 -0.78
O -0.51305 -0.52035 -4.08143 -0.20
C -1.04954 -1.85218 -4.07305 -0.64
H 1.86970 -0.15452 -2.31997 0.07
H 2.03262 1.52594 -2.09819 0.23
H 3.29607 0.61327 -2.93911 0.27
H 3.03321 -2.94148 -5.23321 0.22
H 2.21078 -1.93700 -6.51062 0.38
H 1.28582 -3.10948 -5.58928 0.29
H -2.12311 -1.79133 -4.22888 0.31
H -0.73989 -2.35627 -3.16083 0.18
H -0.69505 -2.46963 -4.90175 0.31
C -0.55559 2.08163 -0.32282 -0.33
O -0.82177 0.69458 -0.15009 -0.31
P -0.06951 -0.18171 0.95597 0.15
O 0.03360 0.46449 2.26732 -0.74
O 1.34642 -0.48711 0.23115 0.83
C 2.10673 -1.69283 0.27004 -0.71
O -0.74810 -1.60234 0.97122 -0.24
C -1.20250 -2.14521 -0.29274 -0.79
H -0.90768 2.40626 0.67062 -0.01
H -1.19867 2.52721 -1.07370 0.19
H 0.51975 2.27173 -0.29311 0.25
H 3.13525 -1.51282 0.57816 0.19
H 2.13540 -2.10449 -0.74009 0.18
H 1.65277 -2.41242 0.95218 0.31
H -1.91274 -1.47868 -0.77666 0.26
H -1.69114 -3.04789 0.06803 0.40
H -0.37488 -2.35797 -0.96861 0.09
C -3.72636 2.52571 2.00681 -0.75
O -3.12031 1.28204 2.32853 0.33
P -4.00039 0.11927 3.02057 0.56
O -5.42315 0.41380 3.11990 -0.76
O -3.75522 -1.13043 1.99177 -0.07
C -4.22869 -2.38352 2.42771 -0.86
O -3.21255 -0.28500 4.35340 -0.32
C -1.89410 -0.81505 4.39317 -0.13
H -3.97750 3.11351 2.88857 0.32
H -4.52979 2.35880 1.28942 0.33
H -3.02417 3.17095 1.47396 0.18
H -3.90711 -3.08323 1.65351 0.24
H -5.32096 -2.44125 2.46313 0.30
H -3.87585 -2.70760 3.41004 0.35
H -1.13613 -0.05411 4.21502 -0.02
H -1.65545 -1.56150 3.63018 -0.01
H -1.74663 -1.29417 5.35787 0.41
C 0.59780 -5.51069 0.53663 -0.37
O 1.15977 -5.29425 1.80702 -0.50
H 1.27116 -6.11328 -0.07532 0.30
H -0.35403 -6.04888 0.53831 0.29
H 0.47647 -4.60230 -0.06504 -0.01
H 0.50290 -4.83939 2.34262 0.30
C 0.41378 3.31500 4.72507 -0.70
O -0.02072 2.95908 3.44302 -0.38
H 0.15825 4.36255 4.89857 0.26
H -0.11948 2.75590 5.50103 0.27
H 1.48783 3.27277 4.93187 0.26
H 0.05440 2.01257 3.24784 0.46
C 3.56852 1.80817 1.40908 -0.27
O 3.18107 3.16602 1.51576 -0.50
H 3.30450 1.36569 2.37475 0.20
H 3.04367 1.24798 0.63484 -0.12
H 4.65374 1.68215 1.36375 0.42
H 3.87837 3.72937 1.17447 0.27
C -3.37248 5.93147 -1.49325 -0.25
O -3.52288 6.09408 -2.89462 -0.51
H -4.32718 6.02309 -0.97287 0.27
H -2.89816 4.97391 -1.26184 -0.04
H -2.71256 6.69219 -1.06831 0.24
H -4.46790 6.09409 -3.05679 0.31
C 5.43606 -0.85439 -1.76012 -0.36
O 5.48710 -1.95673 -0.87768 -0.53
H 4.94688 -1.14989 -2.68751 0.08
H 4.99246 0.04646 -1.32828 0.12
H 6.47848 -0.65852 -2.04407 0.41
H 5.97552 -1.69777 -0.09237 0.30

85
Properties=species:S:1:pos:R:3:mulliken_charge:R:1 method="wB97M-V/def2-TZVPD" total_energy_ev=-102832.714 e_homo_ev=-1.22 lumo_ev=3.2 charge=-2
C 0.06164 3.50554 -4.09408 -1.43
C -0.34876 2.08722 -3.72177 0.76
O -1.73819 2.04757 -3.41531 -0.41
C -2.50645 1.11084 -4.14999 -0.96
C -2.38907 -0.32577 -3.61757 0.87
O -2.33976 -1.28596 -4.66146 -0.51
C -1.00613 -1.53955 -5.09153 -0.08
C -0.33171 -2.52024 -4.12747 0.00
O 1.06313 -2.37260 -4.12144 -0.51
C 1.56872 -1.51696 -3.09095 -0.27
C 2.28505 -2.25084 -1.92411 1.52
C 3.77422 -2.59117 -2.39995 0.12
O 4.62251 -2.73177 -1.50495 -0.72
O 3.93403 -2.62727 -3.64953 -0.75
C 1.41762 -3.53216 -1.57284 -0.52
O 0.19898 -3.26792 -1.35918 -0.40
O 1.95655 -4.62184 -1.51266 -0.82
N 2.43869 -1.39300 -0.72213 0.33
C 1.35899 -1.21417 0.23162 -1.14
N 0.10822 -0.55932 -0.16111 -0.50
C 3.15248 -0.16639 -0.99176 -0.57
C 4.26444 0.11524 0.04259 -0.96
C 3.98422 1.28263 0.99111 -0.46
Cl 4.03099 0.82389 2.73729 -0.29
H 1.04296 3.48906 -4.57889 0.38
H 0.12157 4.15354 -3.21766 0.31
H -0.65906 3.92197 -4.80312 0.33
H -0.11851 1.40024 -4.54274 0.02
H 0.21357 1.74223 -2.84592 -0.20
H -3.53790 1.46559 -4.06653 0.27
H -2.23546 1.11710 -5.21595 0.43
H -3.28045 -0.58159 -3.03961 0.17
H -1.51754 -0.40228 -2.95635 -0.25
H -0.41334 -0.61608 -5.14357 -0.01
H -1.05545 -1.94922 -6.10599 0.33
H -0.74242 -2.39585 -3.12453 -0.21
H -0.55833 -3.55405 -4.41512 0.30
H 2.27782 -0.84694 -3.58430 0.57
H 0.73686 -0.91695 -2.69691 -0.08
H 1.08864 -2.20018 0.61480 0.45
H 1.77961 -0.64784 1.07757 0.34
H 0.29558 0.26373 -0.72356 0.27
H -0.35691 -1.25214 -0.74570 0.19
H 3.60709 -0.22951 -1.98094 0.62
H 2.47053 0.71101 -1.01617 0.09
H 5.21803 0.29029 -0.46119 0.31
H 4.38402 -0.81422 0.60613 0.40
H 2.99178 1.70873 0.83360 0.27
H 4.71659 2.08597 0.90072 0.44
C 2.37412 3.45977 6.74567 -0.84
C 2.54385 3.75797 5.25144 0.88
C 3.93619 4.17252 4.76463 0.12
F 4.30702 5.33616 5.35906 -0.26
F 3.88982 4.37488 3.43622 -0.24
F 1.63291 4.67224 4.85231 -0.28
F 2.30372 2.57932 4.62925 -0.25
O 1.80950 4.49009 7.53874 -0.39
C 2.55525 5.41484 8.18480 0.83
C 2.16292 6.84227 7.77267 0.19
F 2.39107 7.03345 6.46284 -0.22
F 2.92162 7.72010 8.47527 -0.26
F 3.87972 5.22211 8.05801 -0.29
F 2.26739 5.33227 9.51491 -0.32
H 1.63666 2.66053 6.77715 0.44
H 3.29773 3.07446 7.17788 0.32
H 4.67009 3.39496 4.98847 0.33
H 1.10839 7.01375 7.99482 0.24
C -4.97546 -4.66986 -1.35346 -1.00
C -4.34672 -3.28524 -1.53946 1.02
C -3.33067 -2.83256 -0.48813 0.03
F -3.94618 -2.71352 0.71594 -0.27
F -2.83704 -1.64211 -0.85297 -0.18
F -5.31721 -2.34893 -1.68365 -0.34
F -3.65348 -3.35981 -2.70378 -0.25
O -6.27772 -4.70561 -0.78988 -0.41
C -6.50345 -4.83176 0.53769 0.87
C -7.35777 -3.67158 1.07252 0.18
F -6.71859 -2.50189 0.91789 -0.20
F -7.58373 -3.87099 2.39545 -0.27
F -5.38681 -4.98805 1.26289 -0.29
F -7.26401 -5.95096 0.72689 -0.33
H -5.11353 -5.04234 -2.36639 0.42
H -4.28986 -5.34617 -0.84333 0.36
H -2.50359 -3.54467 -0.41618 0.40
H -8.31189 -3.64426 0.54291 0.22

100
Properties=species:S:1:pos:R:3:mulliken_charge:R:1 method="wB97M-V/def2-TZVPD" total_energy_ev=-84995.800 e_homo_ev=-11.92 lumo_ev=-6.0 de_lowest_kcal_mol=0.0 charge=+2
Ta -0.03665 0.27728 -0.58773 2.28
C -2.88173 3.40427 -1.87743 -1.03
C -3.75652 2.85134 -2.80524 -0.63
C -3.59993 1.52852 -3.14455 -0.54
C -2.58208 0.76789 -2.56709 0.22
N -1.74098 1.30145 -1.65668 0.16
C -1.90575 2.60760 -1.33653 0.08
N -2.52718 -0.54344 -2.99533 -0.45
C -1.62205 -1.39367 -2.74156 -0.12
N -0.44902 -1.26177 -1.95363 -0.19
C 0.13807 -2.53032 -1.87994 -0.32
N 1.17356 -2.92287 -1.22897 -0.60
C 2.07798 -2.11122 -0.60712 0.40
C 3.27851 -2.73563 -0.22563 -0.54
C 4.32450 -1.99513 0.25332 -0.54
C 4.18039 -0.60563 0.33854 -1.11
C 2.98062 -0.05117 0.00120 -0.76
N 1.90074 -0.78023 -0.41235 -0.37
C -0.64343 -3.47298 -2.68836 0.66
C -0.44228 -4.81757 -2.94909 -0.27
C -1.36032 -5.43750 -3.78487 -0.70
C -2.43277 -4.73072 -4.33530 -0.68
C -2.62352 -3.38192 -4.06707 -0.32
C -1.70262 -2.77533 -3.23252 0.39
H -2.94875 4.43953 -1.57634 0.51
H -4.54040 3.44537 -3.25512 0.44
H -4.24120 1.03536 -3.85920 0.57
H -1.19730 3.01578 -0.63543 0.36
H 3.34557 -3.80233 -0.37788 0.56
H 5.25737 -2.47240 0.52262 0.49
H 4.99555 0.03332 0.64581 0.55
H 2.83848 1.01696 0.01499 0.91
H 0.39496 -5.35202 -2.52238 0.56
H -1.24485 -6.48662 -4.02129 0.44
H -3.12540 -5.24808 -4.98542 0.44
H -3.44862 -2.82544 -4.48923 0.58
C 1.67205 4.86529 2.30842 -1.09
C 2.35328 3.66381 2.18889 -1.26
C 1.67304 2.51582 1.80431 0.33
C 0.32084 2.56954 1.50695 -0.21
C -0.37444 3.76300 1.66708 -0.05
C 0.30497 4.90506 2.06232 -1.09
N -0.37932 1.38453 1.07840 2.34
N -1.51204 1.26423 1.83962 -0.82
C -2.16155 0.17462 1.52327 -0.28
C -3.38570 -0.14992 2.18815 -0.76
C -4.00082 -1.31792 1.91281 -0.54
C -3.41272 -2.20752 0.96455 -0.93
C -2.28326 -1.84505 0.32355 -0.27
N -1.63135 -0.64127 0.54586 0.65
H 2.19685 5.76086 2.61266 0.51
H 3.41264 3.61730 2.40795 0.50
H 2.18906 1.56682 1.76669 0.28
H -1.44560 3.78231 1.51630 0.60
H -0.24023 5.83093 2.19129 0.45
H -3.76939 0.56679 2.89995 0.57
H -4.92916 -1.58254 2.40087 0.48
H -3.86493 -3.16240 0.73999 0.54
H -1.83164 -2.51194 -0.39311 0.38
S -0.06220 -1.20167 3.70132 0.68
C -0.55333 -2.28603 4.93314 -0.26
N 0.22609 -2.59141 5.99306 0.08
C -0.17908 -3.45918 6.95284 0.06
C -1.40099 -4.04109 6.84068 -0.77
C -2.17125 -3.67507 5.72338 -0.02
N -1.76307 -2.82855 4.80025 -0.39
H 1.11658 -2.11862 6.10300 -0.06
H 0.51176 -3.63079 7.76620 0.48
H -1.76137 -4.73936 7.57957 0.43
H -3.16040 -4.09525 5.58141 0.45
N 5.20139 8.29442 -3.84919 -0.43
C 4.60425 7.37386 -3.51155 -0.13
C 3.85778 6.21893 -3.08864 0.58
C 3.89705 5.05352 -3.85114 -0.78
C 3.18290 3.94352 -3.44169 -0.66
C 2.42805 3.99552 -2.26755 -0.07
C 2.39060 5.16809 -1.50797 -0.16
C 3.10360 6.27739 -1.91769 -0.82
C 1.69018 2.85460 -1.82825 0.79
C 1.05530 1.90249 -1.40918 -0.99
H 4.48459 5.02590 -4.75806 0.49
H 3.20226 3.03552 -4.02847 0.51
H 1.80297 5.19551 -0.59969 0.47
H 3.08150 7.19188 -1.34149 0.48
C 0.47553 1.81841 5.37960 -0.63
Si 1.87002 0.60188 5.51803 0.19
C 3.54186 1.32700 5.14542 -0.82
C 1.89118 -0.18571 7.22320 -1.26
C 1.62447 -0.75164 4.16822 -0.10
H 0.63119 2.64490 6.07677 0.41
H -0.48767 1.36230 5.61816 0.32
H 0.40254 2.23999 4.37401 0.07
H 3.78881 2.11607 5.85839 0.35
H 3.56273 1.76736 4.14732 0.10
H 4.33137 0.57413 5.20190 0.38
H 2.28412 0.54720 7.93196 0.38
H 2.55803 -1.05249 7.29325 0.44
H 0.89820 -0.45386 7.59209 0.34
H 2.23067 -1.65441 4.29801 0.87
H 1.99276 -0.30452 3.23874 -0.75

106
Properties=species:S:1:pos:R:3:mulliken_charge:R:1 method="wB97M-V/def2-TZVPD" total_energy_ev=-143536.468 e_homo_ev="-9.88 / -9.89" multiplicity=2 lumo_ev="-3.3 / -3.5" de_lowest_kcal_mol=0.0 charge=+1
Ru -0.16754 0.44888 0.58506 -0.34
C 2.64400 2.88885 0.86520 -1.96
O 1.58403 2.19915 1.52645 2.18
C 1.65608 2.04779 2.88129 1.07
C 2.62252 2.67235 3.65813 -0.48
C 2.62404 2.49876 5.03137 -1.02
C 1.65397 1.71083 5.63175 -0.94
C 0.69529 1.08870 4.85227 -0.73
C 0.68984 1.23688 3.47267 -0.56
N -0.30104 0.57186 2.63218 1.86
N -1.21766 0.03936 3.30083 -1.11
C -2.34284 -0.50858 2.77504 0.46
C -2.72901 -0.43994 1.42869 -0.08
O -2.09589 0.24859 0.51437 -0.15
C -3.90634 -1.12920 1.00444 -1.13
C -4.65237 -1.82752 1.88774 -1.00
C -4.36574 -1.82730 3.29054 0.81
C -5.22876 -2.45674 4.20799 -0.99
C -4.99769 -2.36851 5.55478 -0.59
C -3.89258 -1.63521 6.01645 -0.83
C -3.02349 -1.04090 5.13456 -0.35
C -3.23437 -1.13559 3.74848 0.51
H 3.60732 2.43121 1.09746 0.55
H 2.65076 3.94289 1.14141 0.48
H 2.43792 2.79724 -0.19809 0.08
H 3.37983 3.28903 3.19841 0.51
H 3.39384 2.97139 5.62639 0.46
H 1.64380 1.57577 6.70438 0.43
H -0.05254 0.45229 5.30191 0.46
H -4.15482 -1.08408 -0.04783 0.54
H -5.50853 -2.39413 1.53812 0.40
H -6.09261 -2.99224 3.83151 0.41
H -5.66584 -2.84715 6.25754 0.41
H -3.73048 -1.52415 7.08084 0.43
H -2.18103 -0.47433 5.50344 0.36
C 0.95961 -5.80615 -3.46666 -1.61
C -0.31013 -5.06568 -3.91096 1.94
C -0.29982 -4.97322 -5.43643 -2.04
C -1.54506 -5.86729 -3.47962 -1.65
C -0.34060 -3.68475 -3.25293 -0.41
C -0.35230 -3.57550 -1.87109 -0.63
C -0.34674 -2.32449 -1.29169 -0.25
Br -0.34357 -2.29352 0.62064 0.03
C -0.34060 -1.10892 -1.99234 0.67
O -0.28738 0.07951 -1.38036 0.15
C -0.34243 -1.21763 -3.39771 -0.32
C -0.33548 -2.49543 -3.96563 -0.24
C -0.33728 -0.03977 -4.39681 2.36
C -0.45272 1.36077 -3.79386 -2.45
C -1.54176 -0.19906 -5.34426 -1.79
C 0.96031 -0.09291 -5.21648 -1.54
H 1.00346 -6.79316 -3.93250 0.44
H 0.98881 -5.94346 -2.38415 0.33
H 1.85103 -5.24901 -3.76280 0.36
H -0.29521 -5.98006 -5.85714 0.45
H 0.59066 -4.45823 -5.80391 0.38
H -1.18513 -4.45976 -5.81814 0.40
H -1.54513 -6.84654 -3.96290 0.45
H -2.46144 -5.34604 -3.76392 0.37
H -1.56609 -6.02669 -2.39997 0.32
H -0.35730 -4.45386 -1.23786 0.49
H -0.32433 -2.55454 -5.04489 0.34
H -1.36102 1.45133 -3.20462 0.36
H -0.49725 2.07946 -4.61712 0.62
H 0.39494 1.61976 -3.15924 0.26
H -2.47454 -0.19398 -4.77651 0.38
H -1.50160 -1.12497 -5.91740 0.31
H -1.56817 0.63093 -6.05412 0.50
H 1.83380 0.01075 -4.56645 0.20
H 0.97887 0.72367 -5.94249 0.48
H 1.05888 -1.03097 -5.76389 0.31
N 6.30510 -0.85755 2.28632 -0.40
C 5.04117 -0.37971 2.39965 0.29
O 4.58165 0.04865 3.43892 -0.57
C 4.21472 -0.35826 1.14274 0.16
C 4.73789 -0.29718 -0.14092 -0.75
C 3.86928 -0.18854 -1.21135 -1.34
C 2.50847 -0.11261 -0.96635 -0.40
N 1.99629 -0.17443 0.27067 0.71
C 2.84213 -0.30435 1.29554 -0.44
H 6.85851 -0.90357 3.12595 0.27
H 6.60717 -1.39145 1.49200 0.19
H 5.80769 -0.31536 -0.31058 0.43
H 4.23016 -0.15394 -2.22966 0.57
H 1.79862 0.00666 -1.77127 0.23
H 2.41763 -0.39460 2.28695 0.73
C -2.23211 2.88527 -0.94523 -1.43
P -1.14231 2.64866 0.47411 3.29
C -2.29262 2.86756 1.86707 -2.06
C -0.19768 4.20021 0.56970 0.37
C 0.14450 4.89168 -0.58983 -0.66
C 0.83436 6.09585 -0.51367 -0.73
C 1.19612 6.61228 0.72069 -0.61
C 0.86902 5.92244 1.88295 -0.79
C 0.17550 4.72538 1.80860 -0.60
H -2.74039 3.84353 -0.83377 0.49
H -2.95504 2.07153 -0.95235 0.45
H -1.67925 2.86407 -1.87975 0.19
H -2.65270 3.89601 1.84096 0.60
H -1.81756 2.68035 2.82793 0.35
H -3.13149 2.18491 1.75245 0.44
H -0.12694 4.49837 -1.56225 0.31
H 1.08000 6.63264 -1.42054 0.46
H 1.72524 7.55444 0.77990 0.41
H 1.15197 6.31896 2.84971 0.44
H -0.07450 4.20529 2.72515 0.28